[1]
The following is a DFT calculation (ωB97M-V with the def2-TZVPD basis set) of a cluster of 4 separate species, C23H49NO9P in total in a non-equilibrium geometry.

Positions of all 83 atoms, in Å:
P  2.71  -4.31  5.37
C  3.38  -3.95  3.65
C  3.99  -2.54  3.30
C  4.55  -2.36  1.85
N  4.58  -3.32  0.80
C  4.00  -4.57  1.13
C  3.37  -5.01  2.48
H  3.24  -5.60  5.76
H  1.28  -4.40  5.43
H  3.26  -3.34  6.26
H  4.01  -1.72  4.08
H  4.99  -1.32  1.60
H  3.97  -5.36  0.29
H  2.92  -6.05  2.62
C  2.94  1.42  2.44
O  4.05  1.84  3.21
C  4.92  2.70  2.48
C  5.66  3.65  3.43
O  4.85  4.73  3.88
C  3.84  4.41  4.84
C  4.39  4.07  6.22
O  4.89  2.73  6.24
C  5.86  2.54  7.25
H  3.28  0.82  1.59
H  2.30  0.80  3.08
H  2.36  2.28  2.10
H  4.36  3.29  1.75
H  5.65  2.07  1.95
H  6.47  4.11  2.87
H  6.11  3.12  4.26
H  3.17  3.63  4.46
H  3.23  5.32  4.94
H  3.59  4.14  6.96
H  5.19  4.78  6.46
H  6.71  3.21  7.10
H  6.22  1.51  7.18
H  5.42  2.69  8.24
C  -3.90  -0.14  -0.05
O  -3.18  1.00  -0.46
C  -2.95  1.92  0.61
C  -1.68  2.72  0.36
O  -0.49  1.99  0.64
C  -0.14  0.97  -0.30
C  0.34  1.53  -1.64
O  -0.76  1.93  -2.44
C  -0.41  2.90  -3.40
H  -4.90  0.14  0.29
H  -3.99  -0.81  -0.91
H  -3.36  -0.67  0.74
H  -2.86  1.38  1.56
H  -3.81  2.59  0.65
H  -1.68  3.56  1.06
H  -1.66  3.15  -0.64
H  -0.95  0.26  -0.42
H  0.69  0.43  0.16
H  0.88  0.74  -2.19
H  1.02  2.37  -1.46
H  0.01  3.79  -2.92
H  -1.31  3.19  -3.94
H  0.31  2.49  -4.11
C  -4.29  -4.46  -7.59
O  -4.76  -3.21  -7.10
C  -6.16  -3.05  -7.29
C  -6.73  -2.12  -6.23
O  -6.90  -2.75  -4.95
C  -5.71  -3.01  -4.22
C  -5.06  -1.75  -3.66
O  -4.32  -1.08  -4.67
C  -4.15  0.30  -4.40
H  -4.44  -4.53  -8.67
H  -3.22  -4.53  -7.37
H  -4.80  -5.28  -7.08
H  -6.67  -4.02  -7.24
H  -6.31  -2.61  -8.28
H  -7.74  -1.83  -6.54
H  -6.16  -1.20  -6.14
H  -5.01  -3.60  -4.80
H  -6.02  -3.62  -3.37
H  -4.35  -2.02  -2.86
H  -5.84  -1.09  -3.25
H  -5.12  0.80  -4.30
H  -3.62  0.76  -5.23
H  -3.56  0.44  -3.48

electronic energy = -1978.40681 Eh
total charge = +1
lowest unoccupied orbital energy = -4.6 eV
HOMO level = -10.199 eV



[2]
The following is a DFT calculation (ωB97M-V with the def2-TZVPD basis set) of a cluster of 6 separate species, C23H49O5P in total.

Positions of all 78 atoms, in Å:
C  2.20  1.04  2.85
C  1.21  1.11  1.69
C  -0.06  1.56  2.39
O  0.36  2.37  3.49
C  1.77  2.23  3.69
H  3.24  1.09  2.55
H  2.06  0.11  3.41
H  1.53  1.86  0.96
H  1.08  0.17  1.16
H  -0.62  0.70  2.78
H  -0.72  2.14  1.75
H  2.27  3.15  3.36
H  1.97  2.10  4.76
C  -7.91  -3.59  0.59
C  -7.96  -4.56  -0.59
C  -6.90  -3.98  -1.52
O  -5.92  -3.38  -0.67
C  -6.42  -3.29  0.67
H  -8.31  -4.00  1.51
H  -8.46  -2.68  0.35
H  -7.67  -5.56  -0.27
H  -8.94  -4.63  -1.06
H  -7.32  -3.21  -2.17
H  -6.41  -4.73  -2.14
H  -5.90  -4.03  1.29
H  -6.20  -2.30  1.06
C  1.54  2.28  -3.82
C  2.24  1.10  -4.48
C  1.56  -0.08  -3.80
O  0.23  0.34  -3.51
C  0.11  1.75  -3.69
H  1.59  3.20  -4.39
H  1.97  2.47  -2.83
H  2.04  1.09  -5.56
H  3.32  1.10  -4.34
H  2.07  -0.34  -2.86
H  1.52  -0.97  -4.43
H  -0.47  1.95  -4.59
H  -0.41  2.17  -2.83
C  1.47  -2.74  6.61
C  2.89  -2.98  7.12
C  3.72  -2.69  5.88
O  3.00  -1.70  5.14
C  1.68  -1.56  5.67
H  0.75  -2.54  7.39
H  1.12  -3.61  6.04
H  3.13  -2.26  7.91
H  3.05  -3.98  7.51
H  3.83  -3.58  5.26
H  4.71  -2.30  6.10
H  1.61  -0.61  6.21
H  0.97  -1.54  4.85
C  5.34  5.57  -2.35
C  6.04  4.39  -3.03
C  5.36  3.21  -2.35
O  4.04  3.63  -2.03
C  3.92  5.05  -2.20
H  5.39  6.50  -2.92
H  5.79  5.75  -1.36
H  5.81  4.39  -4.10
H  7.12  4.39  -2.91
H  5.88  2.94  -1.42
H  5.31  2.32  -2.98
H  3.33  5.25  -3.10
H  3.40  5.46  -1.34
C  -4.23  -1.13  -2.99
C  -2.73  -1.29  -3.19
C  -1.99  -1.46  -1.86
P  -1.70  0.09  -0.90
H  -4.77  -0.97  -3.93
H  -4.61  -2.00  -2.46
H  -4.42  -0.26  -2.35
H  -2.32  -0.42  -3.72
H  -2.53  -2.17  -3.81
H  -2.58  -2.13  -1.23
H  -1.01  -1.90  -2.03
H  -2.84  0.11  -0.08
H  -2.20  1.02  -1.84

electronic energy = -1623.19317 Eh
ΔE to the lowest compared entry with this formula, charge and spin = 0.0 kcal/mol
SMILES = C1CCOC1.C1CCOC1.C1CCOC1.C1CCOC1.C1CCOC1.CCCP
lowest unoccupied orbital energy = 0.9 eV
HOMO level = -8.534 eV



[3]
The following is a DFT calculation (ωB97M-V with the def2-TZVPD basis set) of a structure of composition C23H50B4F5NO21P4 in a non-equilibrium geometry.

Positions of all 108 atoms, in Å:
C  -0.52  2.77  -5.07
C  0.29  4.06  -5.11
O  -0.57  5.18  -5.15
C  1.21  4.11  -3.84
B  2.69  3.81  -4.22
O  3.61  4.82  -4.51
B  4.50  4.84  -3.43
B  4.87  6.37  -2.74
N  3.73  7.16  -2.21
O  6.15  6.89  -2.70
O  4.96  3.62  -2.93
B  4.24  2.50  -3.28
C  4.59  1.10  -2.56
F  5.93  0.87  -2.73
F  3.92  0.09  -3.20
C  4.23  1.08  -1.10
C  5.07  0.47  -0.18
C  4.71  0.49  1.15
C  3.54  1.08  1.58
C  2.72  1.67  0.64
C  1.45  2.37  1.09
F  1.13  3.35  0.23
F  1.68  2.92  2.30
F  0.40  1.55  1.25
C  3.04  1.68  -0.70
O  3.24  2.52  -4.23
H  0.14  2.01  -4.64
H  -0.85  2.49  -6.06
H  -1.36  2.90  -4.38
H  0.93  4.05  -6.00
H  -0.06  5.93  -5.48
H  0.90  3.35  -3.12
H  1.16  5.06  -3.32
H  3.09  7.32  -2.98
H  3.20  6.60  -1.54
H  6.42  7.15  -3.58
H  5.98  0.00  -0.51
H  5.36  0.05  1.89
H  3.29  1.06  2.63
H  2.39  2.14  -1.43
C  3.61  -2.34  8.90
O  2.50  -1.77  8.19
P  2.83  -1.05  6.78
O  4.01  -1.72  6.22
O  3.18  0.41  7.44
C  2.75  0.83  8.74
O  2.12  -0.41  5.47
C  1.66  0.94  5.40
H  3.25  -2.60  9.89
H  3.96  -3.24  8.40
H  4.42  -1.62  8.98
H  3.56  0.67  9.46
H  1.86  0.31  9.08
H  2.54  1.90  8.70
H  2.52  1.62  5.39
H  1.00  1.19  6.22
H  1.13  1.05  4.45
C  -4.99  1.74  0.02
O  -5.32  0.95  -1.12
P  -4.90  1.56  -2.61
O  -3.74  2.39  -2.17
O  -6.32  2.39  -2.66
C  -7.54  1.93  -2.08
O  -4.65  1.87  -4.21
C  -5.68  2.26  -5.13
H  -5.51  1.29  0.87
H  -3.92  1.72  0.21
H  -5.33  2.76  -0.11
H  -7.67  2.39  -1.10
H  -7.57  0.85  -1.97
H  -8.36  2.24  -2.72
H  -6.03  3.26  -4.89
H  -6.51  1.55  -5.12
H  -5.25  2.26  -6.13
C  -0.07  -4.90  8.26
O  0.16  -6.05  9.08
P  1.68  -6.64  9.07
O  2.55  -5.48  8.80
O  1.41  -7.57  7.75
C  0.12  -8.01  7.31
O  2.71  -7.71  9.71
C  2.79  -9.08  9.30
H  -1.15  -4.76  8.22
H  0.39  -4.01  8.69
H  0.32  -5.06  7.25
H  -0.24  -7.35  6.52
H  -0.61  -8.03  8.12
H  0.23  -9.01  6.90
H  3.19  -9.14  8.29
H  1.82  -9.58  9.35
H  3.47  -9.58  9.99
C  -4.70  -0.26  -10.11
O  -5.27  -1.44  -9.56
P  -5.47  -1.47  -7.95
O  -5.65  -0.06  -7.55
O  -3.95  -2.02  -7.68
C  -3.15  -2.72  -8.64
O  -6.07  -2.28  -6.68
C  -5.39  -3.37  -6.04
H  -4.45  -0.48  -11.15
H  -5.40  0.57  -10.08
H  -3.79  0.01  -9.58
H  -2.46  -2.02  -9.12
H  -3.75  -3.21  -9.40
H  -2.56  -3.47  -8.11
H  -4.51  -3.00  -5.52
H  -5.11  -4.15  -6.75
H  -6.08  -3.79  -5.31

electronic energy = -4505.67739 Eh
lowest unoccupied orbital energy = -1.4 eV
HOMO level = -9.221 eV